Below is one molecule with the formula C2H3N3O2 in a non-equilibrium geometry, with properties calculated with ωB97M-V with the def2-TZVPD basis set.

Atoms and positions in Å:
O -1.429 0.559 1.707
C -0.487 -0.008 0.899
C 0.251 0.874 0.037
N 0.561 -0.064 -0.833
O 1.155 0.169 -2.122
N 0.472 -1.290 -0.417
N -0.333 -1.227 0.705
H -2.024 -0.194 2.244
H 0.025 1.877 -0.447
H 1.809 -0.696 -1.773

Properties
SMILES string = Oc1cn(O)nn1
HOMO = -9.29 eV
E_LUMO = 0.02125 Eh
Energy relative to the best compared isomer or geometry (same formula, charge and spin) = 5.819 eV
Maximum force = 6.75 eV/Å

***

Below is one molecule with the formula C2H3N3O2 in a non-equilibrium geometry, with properties calculated with ωB97M-V with the def2-TZVPD basis set.

Atoms and positions in Å:
O -1.796 0.392 0.314
N -1.130 -0.842 -0.240
C 0.218 -0.348 -0.164
C 0.781 0.951 -0.119
N 2.024 0.818 0.092
O 2.386 -0.528 0.096
N 1.209 -1.159 0.079
H -2.582 0.526 -0.332
H -1.318 -1.612 0.578
H 0.209 1.802 -0.304

Properties
SMILES string = ONc1cnon1
HOMO = -10.10 eV
E_LUMO = 0.02046 Eh
Energy relative to the best compared isomer or geometry (same formula, charge and spin) = 5.815 eV
Maximum force = 3.95 eV/Å

***

Below is a 2-piece molecular cluster, C2H3N3O2 overall in a non-equilibrium geometry, with properties calculated with ωB97M-V with the def2-TZVPD basis set.

Atoms and positions in Å:
C -0.808 2.140 0.002
C -0.523 0.798 -0.270
N -1.180 3.239 0.143
N -0.827 -0.188 0.522
N 1.508 -1.487 -0.472
O 0.733 -2.175 0.200
O 2.665 -1.747 -0.572
H 0.079 0.502 -1.235
H -0.287 -1.094 0.288
H -1.360 0.011 1.394

Properties
HOMO (alpha / beta) = -7.90 / -7.90 eV
E_LUMO (alpha / beta) = -0.09900 / -0.09897 Eh
Energy relative to the best compared isomer or geometry (same formula, charge and spin) = 5.844 eV
Maximum force = 4.13 eV/Å

***

Below is one molecule with the formula C2H3N3O2 in a non-equilibrium geometry, with properties calculated with ωB97M-V with the def2-TZVPD basis set.

Atoms and positions in Å:
O 0.951 -1.735 -1.452
C 0.622 -0.744 -0.856
C 1.218 0.618 -0.498
N 0.561 1.283 0.338
N -0.988 0.444 0.427
O -1.379 0.195 1.797
N -0.655 -0.675 -0.255
H 2.150 0.770 -1.028
H -1.030 1.053 2.128
H -1.450 -1.209 -0.601

Properties
SMILES string = O=c1cnn(O)[nH]1
HOMO = -9.32 eV
E_LUMO = -0.00746 Eh
Energy relative to the best compared isomer or geometry (same formula, charge and spin) = 5.129 eV
Maximum force = 3.21 eV/Å

***

Below is C2H3N3O3 as an isolated structure in a non-equilibrium geometry, with properties calculated with ωB97M-V with the def2-TZVPD basis set.

Atoms and positions in Å:
C 1.402 -2.233 -0.245
C -0.544 0.526 0.800
H 1.671 -2.046 -1.573
H 2.357 -2.089 0.564
H 0.850 -3.237 0.033
N 0.409 -0.140 0.038
N -0.180 1.802 -0.875
N -0.663 1.847 0.214
O 0.182 -1.612 -0.172
O 0.350 0.646 -1.199
O -1.406 0.098 1.622

Properties
HOMO = -10.91 eV
E_LUMO = -0.02598 Eh
Energy relative to the best compared isomer or geometry (same formula, charge and spin) = 6.716 eV
Maximum force = 5.92 eV/Å

***

Below is one molecule with the formula C2H3N3O3 in a non-equilibrium geometry, with properties calculated with ωB97M-V with the def2-TZVPD basis set.

Atoms and positions in Å:
O -2.795 -0.430 -0.083
C -1.654 -0.399 -0.080
N -0.701 -1.553 -0.094
C 0.451 -0.945 0.065
O 1.630 -1.617 -0.022
N 0.352 0.447 0.311
O 1.283 1.126 -0.308
N -0.974 0.789 -0.127
H 2.261 -0.925 -0.413
H 1.503 1.864 0.352
H -1.358 1.644 0.399

Properties
SMILES string = O=c1nc(O)n(O)[nH]1
HOMO = -9.78 eV
E_LUMO = -0.00018 Eh
Energy relative to the best compared isomer or geometry (same formula, charge and spin) = 1.416 eV
Maximum force = 5.87 eV/Å

***

Below is a 2-piece molecular cluster, C2H3N3O3 overall in a non-equilibrium geometry, with properties calculated with ωB97M-V with the def2-TZVPD basis set.

Atoms and positions in Å:
C 0.860 0.112 0.413
C -1.235 -0.317 0.762
H 2.188 1.659 -1.695
H 0.414 0.234 -2.195
H -2.865 -1.299 0.896
N 1.714 0.525 -1.592
N 1.746 0.720 -0.071
N -0.656 -0.615 1.865
O 0.755 -0.464 1.530
O -2.584 -0.406 0.324
O -0.338 -0.149 -0.238

Properties
HOMO = -9.08 eV
E_LUMO = -0.00345 Eh
Energy relative to the best compared isomer or geometry (same formula, charge and spin) = 6.216 eV
Maximum force = 6.81 eV/Å

***

Below is C2H3N3O3 as an isolated structure in a non-equilibrium geometry, with properties calculated with ωB97M-V with the def2-TZVPD basis set.

Atoms and positions in Å:
C -1.337 -0.776 1.012
C 0.208 -0.713 -0.400
H 0.341 2.850 -0.549
H 1.840 1.782 0.019
H 1.060 -2.096 -1.523
N 0.740 1.716 -0.094
N -0.062 0.690 -0.047
N -0.583 -1.563 0.209
O -0.851 0.449 1.220
O -2.336 -1.274 1.563
O 0.979 -1.067 -1.410

Properties
HOMO = -9.54 eV
E_LUMO = 0.00012 Eh
Energy relative to the best compared isomer or geometry (same formula, charge and spin) = 2.847 eV
Maximum force = 6.00 eV/Å

***

Below is one molecule with the formula C2H3N3O3 in a non-equilibrium geometry, with properties calculated with ωB97M-V with the def2-TZVPD basis set.

Atoms and positions in Å:
N -1.295 2.303 0.513
C -0.620 1.189 0.344
N 0.629 0.826 0.539
O 1.079 -0.420 0.684
C 0.613 -1.249 -0.367
O 1.422 -2.034 -0.813
O -0.490 -0.833 -0.874
N -1.382 0.001 -0.079
H -0.670 3.041 0.979
H 1.317 1.624 0.819
H -2.358 0.085 -0.443

Properties
SMILES string = N=C1NOC(=O)ON1
HOMO = -9.44 eV
E_LUMO = 0.01843 Eh
Energy relative to the best compared isomer or geometry (same formula, charge and spin) = 2.968 eV
Maximum force = 6.19 eV/Å

***

Below is a 2-piece molecular cluster, C2H3N3O4S overall in a non-equilibrium geometry, with properties calculated with ωB97M-V with the def2-TZVPD basis set.

Atoms and positions in Å:
C -2.767 -1.272 1.185
C 0.180 -1.090 -0.157
N -3.370 -1.998 1.822
N -2.217 -0.249 0.571
N -3.415 1.193 -0.147
O -3.305 2.063 0.639
O -3.900 0.790 -1.138
O -1.187 0.877 -1.446
O -1.942 -1.407 -1.739
S -1.270 -0.438 -0.933
H 1.037 -1.363 -0.775
H 0.329 -0.223 0.580
H -0.086 -1.942 0.441

Properties
HOMO (alpha / beta) = -10.26 / -10.27 eV
E_LUMO (alpha / beta) = -0.07760 / -0.07731 Eh
Energy relative to the best compared isomer or geometry (same formula, charge and spin) = 2.896 eV
Maximum force = 3.34 eV/Å

***

Below is one molecule with the formula C2H3N3OS2 in a non-equilibrium geometry, with properties calculated with ωB97M-V with the def2-TZVPD basis set.

Atoms and positions in Å:
C 1.291 1.363 1.771
C 0.773 -0.737 0.814
N 1.873 1.186 0.632
N 1.510 0.051 0.077
N -0.383 -1.334 -1.236
O -1.158 -2.357 1.091
S 0.289 0.048 2.299
S 0.020 -2.236 0.287
H 1.515 2.217 2.237
H -1.239 -0.762 -1.158
H -0.166 -1.773 -2.140

Properties
HOMO = -9.74 eV
E_LUMO = 0.00190 Eh
Energy relative to the best compared isomer or geometry (same formula, charge and spin) = 2.025 eV
Maximum force = 4.54 eV/Å

***

Below is one molecule with the formula C2H3N3S in a non-equilibrium geometry, with properties calculated with ωB97M-V with the def2-TZVPD basis set.

Atoms and positions in Å:
C 0.486 -0.691 0.393
C 1.163 0.685 0.784
N 0.140 1.240 -0.275
N -0.491 0.085 -0.223
N -1.660 -0.152 -0.439
S 2.095 -0.445 -0.220
H 0.307 -1.638 0.748
H -0.201 2.153 -0.557
H -1.838 -1.236 -0.211

Properties
HOMO (alpha / beta) = -8.21 / -8.21 eV
E_LUMO (alpha / beta) = -0.00081 / -0.00083 Eh
Energy relative to the best compared isomer or geometry (same formula, charge and spin) = 6.547 eV
Maximum force = 4.62 eV/Å

***

Below is a 2-piece molecular cluster, C2H3N3S overall in a non-equilibrium geometry, with properties calculated with ωB97M-V with the def2-TZVPD basis set.

Atoms and positions in Å:
C -1.096 -0.272 0.197
C -1.945 0.012 -0.967
N -0.699 0.894 -1.396
N -0.007 0.442 -0.334
N 1.213 0.616 -0.092
S -2.584 0.685 0.620
H -0.724 -0.973 1.025
H -0.159 0.890 -2.323
H 1.289 -0.387 1.486

Properties
HOMO (alpha / beta) = -8.00 / -8.00 eV
E_LUMO (alpha / beta) = -0.08339 / -0.08319 Eh
Energy relative to the best compared isomer or geometry (same formula, charge and spin) = 10.105 eV
Maximum force = 4.72 eV/Å

***

Below is C2H3N3S2 as an isolated structure in a non-equilibrium geometry, with properties calculated with ωB97M-V with the def2-TZVPD basis set.

Atoms and positions in Å:
C -0.487 -0.673 0.945
C -0.756 0.746 0.727
N -0.287 -1.351 -0.250
N -0.142 -0.426 -1.202
N 0.460 0.766 -0.795
S 1.124 -1.020 1.371
S 2.013 0.435 -0.206
H -1.679 0.908 0.273
H -0.330 1.437 1.277
H 0.083 -0.822 -2.141

Properties
HOMO (alpha / beta) = -8.82 / -8.82 eV
E_LUMO (alpha / beta) = -0.02550 / -0.02552 Eh
Energy relative to the best compared isomer or geometry (same formula, charge and spin) = 5.253 eV
Maximum force = 5.87 eV/Å

***

Below is one molecule with the formula C2H3N3S2 in a non-equilibrium geometry, with properties calculated with ωB97M-V with the def2-TZVPD basis set.

Atoms and positions in Å:
N -3.184 -0.138 -0.326
C -2.058 -0.042 -0.160
C -0.600 0.004 -0.088
N -0.221 1.234 -0.269
S 1.376 1.726 -0.121
N 0.110 -1.079 0.323
S 1.490 -1.661 -0.403
H 1.075 3.017 -0.310
H -0.401 -1.791 0.865
H 2.413 -1.270 0.488

Properties
SMILES string = N#C/C(=N/S)NS
HOMO = -9.03 eV
E_LUMO = 0.00473 Eh
Energy relative to the best compared isomer or geometry (same formula, charge and spin) = 1.347 eV
Maximum force = 3.46 eV/Å

***

Below is C2H3N3S3 as an isolated structure in a non-equilibrium geometry, with properties calculated with ωB97M-V with the def2-TZVPD basis set.

Atoms and positions in Å:
C -2.000 -0.019 -0.089
C 1.227 -0.036 0.114
H -3.694 0.701 -0.971
H -1.525 -1.841 1.200
H -1.739 1.906 -1.177
N -3.231 -0.156 -0.411
N -1.240 -1.011 0.680
N -1.166 0.909 -0.507
S 0.249 -1.369 -0.068
S 2.887 0.053 -0.291
S 0.055 1.402 0.512

Properties
HOMO = -8.56 eV
E_LUMO = -0.02907 Eh
Energy relative to the best compared isomer or geometry (same formula, charge and spin) = 1.763 eV
Maximum force = 7.23 eV/Å

***

Below is an isolated ion of composition C2H3N4 and charge +1 in a non-equilibrium geometry, with properties calculated with ωB97M-V with the def2-TZVPD basis set.

Atoms and positions in Å:
N 1.552 1.953 -0.680
C 1.299 0.822 -0.834
C 0.717 -0.529 -0.964
N -0.271 -0.563 0.101
N -0.897 -0.122 0.970
N -1.536 0.039 1.887
H 0.136 -0.610 -1.891
H 1.352 -1.437 -0.991
H -2.351 0.447 2.403

Properties
Total charge = +1
SMILES string = N#CCN=[N+]=N
HOMO = -16.52 eV
E_LUMO = -0.19965 Eh
Energy relative to the best compared isomer or geometry (same formula, charge and spin) = 1.241 eV
Maximum force = 3.83 eV/Å

***

Below is C2H3N4 as an isolated structure in a non-equilibrium geometry, with properties calculated with ωB97M-V with the def2-TZVPD basis set.

Atoms and positions in Å:
C 0.838 -0.055 -2.713
C 1.347 -0.598 -0.841
N 1.818 -0.647 -2.203
N -0.249 0.283 -2.156
N 0.102 -0.085 -0.871
N -0.721 0.151 0.134
H 1.939 -0.935 -0.008
H -0.483 0.891 0.793
H -1.709 0.120 -0.120

Properties
Total charge = +1
HOMO (alpha / beta) = -16.17 / -16.16 eV
E_LUMO (alpha / beta) = -0.31999 / -0.32021 Eh
Energy relative to the best compared isomer or geometry (same formula, charge and spin) = 1.970 eV
Maximum force = 3.06 eV/Å

***

Below is an isolated ion of composition C2H3N4 and charge +1 in a non-equilibrium geometry, with properties calculated with ωB97M-V with the def2-TZVPD basis set.

Atoms and positions in Å:
C 1.211 -0.795 -0.472
N 1.842 0.254 -0.330
N 0.844 -0.131 0.702
N -0.335 0.549 0.600
C -1.286 0.193 -0.367
N -0.685 1.262 -0.588
H 1.004 -1.696 -0.917
H -0.604 0.908 1.503
H -1.991 -0.544 -0.132

Properties
Total charge = +1
SMILES string = C1=NN1[N@@H+]1C=N1
HOMO = -16.04 eV
E_LUMO = -0.22933 Eh
Energy relative to the best compared isomer or geometry (same formula, charge and spin) = 4.030 eV
Maximum force = 3.02 eV/Å

***

Below is a 2-piece molecular cluster, C2H3N4 overall in a non-equilibrium geometry, with properties calculated with ωB97M-V with the def2-TZVPD basis set.

Atoms and positions in Å:
C 2.078 0.344 -1.216
C 0.871 -0.192 0.806
N 1.528 0.228 -0.179
N -1.144 0.569 0.083
N -2.125 0.037 0.194
N -3.044 -0.565 0.555
H 0.592 0.480 1.641
H 2.508 0.755 -2.046
H -3.901 -0.952 0.180

Properties
Total charge = +1
HOMO (alpha / beta) = -14.43 / -14.43 eV
E_LUMO (alpha / beta) = -0.26978 / -0.26974 Eh
Energy relative to the best compared isomer or geometry (same formula, charge and spin) = 3.798 eV
Maximum force = 3.64 eV/Å